[1]
{"formula": "C9H19CuNP", "method": "wB97M-V/def2-TZVPD", "s2": 0.761, "total_energy_ha": -2390.794209, "lumo_energy_ev": [3.5, 3.4], "homo_ev": [0.070, -2.940], "total_charge": -1, "fmax_ha_per_bohr": 0.04566, "spin_multiplicity": 2, "homo_lumo_gap_ev": [3.4436, 6.3126], "symbols": ["C", "Cu", "N", "H", "H", "H", "H", "H", "H", "H", "H", "C", "P", "C", "C", "C", "C", "C", "C", "C", "H", "H", "H", "H", "H", "H", "H", "H", "H", "H", "H"], "coordinates": [[-1.339, 1.577, -2.198], [0.000, 0.000, 0.000], [1.265, -0.986, 1.298], [0.796, 1.285, 0.398], [0.959, -0.830, 2.269], [-0.397, 1.070, -1.945], [-1.176, 2.597, -2.571], [-1.997, 1.630, -1.310], [-1.694, 1.043, -3.179], [1.334, -2.004, 1.165], [2.221, -0.606, 1.226], [-3.835, 0.389, 1.581], [-2.089, 0.176, 1.084], [-1.509, 1.558, 2.128], [-1.982, -1.516, 1.672], [-2.020, -1.805, 3.044], [-1.913, -3.128, 3.484], [-1.764, -4.164, 2.558], [-1.722, -3.878, 1.190], [-1.830, -2.556, 0.747], [-4.178, 1.408, 1.305], [-3.966, 0.249, 2.675], [-4.466, -0.351, 1.047], [-2.060, 1.606, 3.090], [-0.436, 1.414, 2.365], [-1.636, 2.514, 1.581], [-2.126, -1.010, 3.772], [-1.942, -3.349, 4.543], [-1.679, -5.187, 2.899], [-1.603, -4.680, 0.473], [-1.791, -2.344, -0.314]], "forces_ev_per_angstrom": [[-0.386, -0.307, -2.256], [-0.303, 0.401, 0.165], [1.134, -1.447, 0.673], [0.505, 0.977, -0.494], [-0.029, -0.132, -0.616], [-0.179, 0.569, 0.122], [0.448, -0.117, 0.379], [0.148, -0.519, -0.932], [-0.165, 0.611, 2.121], [-0.081, 0.326, 0.339], [-0.801, -0.093, -0.075], [-1.464, 0.638, -0.412], [-0.648, -1.253, -0.719], [0.765, 0.056, 1.460], [0.541, 1.966, -0.604], [0.085, -1.527, 1.782], [-0.008, 0.983, -0.514], [-0.026, -0.735, 1.180], [0.012, 1.442, -1.346], [0.486, -1.815, 0.197], [-0.074, -0.374, 0.222], [0.133, 0.032, -0.550], [0.333, 0.431, 0.332], [0.123, 0.071, -0.397], [-0.566, 0.376, -0.271], [0.150, -0.607, 0.214], [-0.057, 0.079, 0.080], [-0.002, -0.008, 0.122], [-0.010, -0.059, 0.048], [-0.048, -0.041, -0.125], [-0.017, 0.075, -0.126]]}


[2]
{"formula": "C9H19InNO", "method": "wB97M-V/def2-TZVPD", "s2": 0.930, "total_energy_ha": -672.180472, "lumo_energy_ev": [-21.9, -22.3], "relative_energy_kcal_mol": 40.3, "homo_ev": [-27.413, -27.103], "total_charge": 4, "fmax_ha_per_bohr": 0.10400, "spin_multiplicity": 2, "homo_lumo_gap_ev": [5.5079, 4.8193], "symbols": ["In", "C", "C", "C", "C", "C", "C", "N", "O", "C", "C", "C", "H", "H", "H", "H", "H", "H", "H", "H", "H", "H", "H", "H", "H", "H", "H", "H", "H", "H", "H"], "coordinates": [[-0.691, 4.723, 12.454], [1.800, 4.978, 17.341], [0.573, 4.913, 16.379], [-0.716, 5.023, 17.262], [-1.065, 6.535, 17.603], [-1.091, 7.401, 16.356], [0.253, 7.399, 15.498], [0.488, 5.938, 15.240], [1.606, 5.622, 14.461], [-0.141, 8.080, 14.160], [1.320, 8.275, 16.215], [0.496, 3.441, 15.873], [1.619, 5.773, 18.063], [2.781, 5.160, 16.904], [1.960, 4.065, 17.915], [-1.582, 4.596, 16.757], [-0.488, 4.573, 18.228], [-0.351, 7.016, 18.271], [-2.064, 6.504, 18.039], [-1.476, 8.400, 16.559], [-1.976, 7.026, 15.843], [-0.943, 8.817, 14.174], [0.695, 8.468, 13.578], [-0.784, 7.420, 13.580], [1.781, 7.847, 17.106], [2.106, 8.594, 15.531], [0.999, 9.264, 16.542], [1.324, 3.226, 15.197], [-0.396, 3.132, 15.329], [0.597, 2.668, 16.636], [2.252, 5.894, 15.117]], "forces_ev_per_angstrom": [[-0.291, -0.221, -0.698], [1.486, 1.170, 0.292], [-2.910, -0.246, 0.099], [0.091, -1.605, 0.527], [0.906, 3.251, -1.564], [-0.254, -1.556, 0.479], [-5.042, -1.398, 0.314], [4.557, 0.293, 2.783], [-2.131, 1.070, -0.145], [-0.364, 0.766, -1.685], [2.983, 0.922, -0.119], [-0.269, -0.835, -0.436], [-0.112, 0.202, 0.034], [0.051, 0.107, -0.503], [-0.627, -0.414, -0.293], [-0.232, -0.058, 0.374], [-0.362, -0.521, -0.069], [0.815, -0.793, 0.441], [-0.697, -0.767, 0.067], [0.467, 0.811, 0.180], [-0.076, -0.137, -0.905], [0.528, 0.941, 1.126], [0.121, -0.117, 0.152], [0.405, -1.050, -0.234], [-0.200, -0.750, -0.088], [0.292, -0.539, -0.244], [-1.462, -0.027, -0.255], [0.685, 0.401, -0.071], [-0.591, 0.539, 0.009], [0.039, 0.317, 0.517], [2.192, 0.246, -0.087]]}


[3]
{"formula": "C9H19N3", "method": "wB97M-V/def2-TZVPD", "total_energy_ha": -518.307817, "lumo_energy_ev": [0.6, 0.6], "relative_energy_kcal_mol": 135.5, "homo_ev": [-6.384, -6.387], "total_charge": 0, "fmax_ha_per_bohr": 0.09474, "homo_lumo_gap_ev": [6.9828, 6.9866], "symbols": ["C", "C", "C", "C", "C", "C", "C", "C", "C", "N", "N", "N", "H", "H", "H", "H", "H", "H", "H", "H", "H", "H", "H", "H", "H", "H", "H", "H", "H", "H", "H"], "coordinates": [[2.705, -2.259, 0.554], [1.924, 0.787, -1.270], [2.482, -1.150, -0.050], [-2.573, 0.242, 0.543], [-1.318, -1.917, 0.687], [-1.412, -0.628, -1.440], [-0.147, 2.252, -0.447], [-0.148, 0.220, 0.671], [-1.353, -0.545, 0.119], [2.722, -0.118, -0.631], [1.542, 1.717, 1.100], [0.601, 1.197, 0.131], [3.231, -3.093, 0.152], [2.280, -2.444, 1.435], [2.500, 1.727, -1.423], [1.247, 0.513, -2.027], [-2.720, 0.153, 1.620], [-3.511, -0.253, 0.166], [-2.609, 1.308, 0.156], [-2.334, -2.373, 0.637], [-1.031, -1.980, 1.807], [-0.480, -2.567, 0.117], [-1.511, 0.327, -1.904], [-2.191, -1.207, -1.785], [-0.470, -0.990, -1.823], [0.498, 3.203, -0.566], [-0.498, 2.023, -1.502], [-1.102, 2.579, 0.114], [0.170, -0.297, 1.635], [1.051, 2.286, 1.802], [2.456, 1.285, 1.420]], "forces_ev_per_angstrom": [[1.037, -1.490, -1.669], [1.769, 1.348, 0.794], [-0.146, 0.188, -0.114], [-2.251, -0.049, -0.255], [1.347, -2.713, 0.847], [2.209, 0.921, 1.398], [-1.465, 4.001, -2.362], [0.509, -3.312, 1.826], [0.522, 2.247, -1.635], [-0.429, 1.996, -0.661], [0.663, 1.735, 0.816], [1.473, -0.726, 2.033], [0.453, -0.288, -0.670], [-1.728, -0.597, 3.512], [-0.789, -0.566, -0.221], [-0.784, -0.566, -0.923], [0.276, 0.630, 0.193], [0.680, 0.371, -0.066], [0.148, -1.378, 0.732], [0.790, -0.032, -0.291], [-0.403, 0.401, -1.705], [-2.102, 1.308, 1.280], [-0.347, 0.903, -0.121], [-1.736, -1.509, -0.553], [0.326, -0.590, -0.126], [-0.779, -1.704, 0.293], [0.548, -0.063, 1.341], [1.789, -0.783, -0.453], [0.298, 1.333, -1.473], [0.383, -0.881, -0.433], [-2.261, -0.137, -1.334]]}


[4]
{"formula": "C9H19N3O2S", "method": "wB97M-V/def2-TZVPD", "total_energy_ha": -1067.179081, "lumo_energy_ev": -0.1, "relative_energy_kcal_mol": 63.1, "homo_ev": -7.642, "total_charge": 0, "fmax_ha_per_bohr": 0.10026, "homo_lumo_gap_ev": 7.5206, "symbols": ["C", "C", "C", "C", "C", "C", "C", "C", "C", "N", "N", "N", "O", "O", "S", "H", "H", "H", "H", "H", "H", "H", "H", "H", "H", "H", "H", "H", "H", "H", "H", "H", "H", "H"], "coordinates": [[-1.710, 0.250, -0.391], [2.535, -1.530, 0.453], [-2.732, 0.653, 0.572], [0.767, 0.351, 1.790], [2.147, 2.163, 0.902], [-2.848, -1.870, -0.488], [-1.045, -1.517, -1.899], [0.785, 0.575, -0.788], [1.604, 0.781, 0.532], [2.754, -0.121, 0.275], [-2.033, -0.859, -1.038], [-0.655, 1.026, -0.493], [3.379, -2.190, 1.091], [1.561, -1.950, -0.206], [1.328, 1.672, -2.142], [-3.662, 0.721, 0.241], [-2.419, 1.661, 0.883], [-2.690, 0.219, 1.562], [0.198, -0.597, 1.717], [1.561, 0.467, 2.536], [0.076, 1.164, 2.037], [2.513, 2.235, 1.959], [2.877, 2.491, 0.249], [1.349, 2.953, 0.820], [-2.397, -2.418, 0.343], [-3.851, -1.628, -0.077], [-3.157, -2.554, -1.219], [-0.309, -1.943, -1.319], [-1.404, -2.174, -2.609], [-0.555, -0.677, -2.415], [0.883, -0.484, -1.072], [3.468, 0.132, 0.869], [-0.781, 1.985, -0.249], [2.463, 1.015, -2.426]], "forces_ev_per_angstrom": [[-1.306, -0.651, 0.487], [1.270, -1.193, -0.346], [3.592, 2.630, 2.599], [0.476, 0.812, -0.574], [-2.284, 0.665, 0.999], [-2.709, -0.620, 2.657], [0.666, 3.974, -0.644], [-0.680, 2.215, 0.531], [-0.237, -1.627, 0.099], [-1.489, 0.540, -0.184], [2.047, -0.607, -0.923], [1.559, -1.965, -1.555], [-0.682, 1.053, -0.195], [-1.359, -0.795, -0.187], [-0.074, -0.116, -0.291], [-4.053, -0.110, -1.564], [-0.446, 0.161, -0.211], [0.140, -1.071, -0.053], [0.859, 0.310, 0.208], [-0.593, -1.105, 0.465], [-0.196, -0.070, -0.075], [-0.234, -0.416, -0.941], [1.756, 0.479, -1.334], [0.437, -0.715, 0.135], [0.518, 0.001, -0.251], [0.659, 0.947, -0.179], [0.230, -1.018, -1.320], [1.638, -1.427, 1.422], [-1.404, -1.263, -1.187], [-0.087, -0.529, -0.333], [-0.182, 0.481, 0.604], [2.107, 0.660, 1.446], [0.074, 0.407, 0.531], [-0.014, -0.037, 0.165]]}